(1)
{
  "formula": "C10H13BrCl2O3",
  "method": "wB97M-V/def2-TZVPD",
  "homo_energy_ev": -9.895,
  "charge": 0,
  "de_lowest_kcal_mol": 0.00,
  "energy_ev": -111807.171,
  "homo_lumo_gap_ev": 10.5335,
  "elements": ["C", "C", "C", "C", "O", "C", "O", "O", "C", "C", "C", "C", "Br", "H", "H", "H", "H", "H", "H", "H", "H", "H", "H", "H", "Cl", "C", "Cl", "H", "H"],
  "positions_angstrom": [[0.54774, -0.32655, 2.76529], [-0.24230, -0.08334, 1.89613], [-1.17835, 0.11357, 0.74010], [-0.55968, -0.61014, -0.47949], [-1.13098, -1.85477, -0.90804], [-0.51154, -2.03455, -2.15135], [0.11074, -2.95151, -2.53138], [-0.77682, -0.82477, -2.80813], [-0.28467, 0.12408, -1.84135], [-0.60607, 1.61628, -2.05651], [0.68315, 2.46265, -2.04334], [0.38693, 3.98489, -2.12782], [1.73212, 2.16499, -0.38878], [1.46568, -0.63229, 3.21193], [-1.37159, 1.18278, 0.59026], [-2.14121, -0.37705, 0.97845], [0.46650, -0.87794, -0.16007], [0.81107, 0.06773, -2.00123], [-0.98750, 1.70198, -3.09620], [-1.39692, 2.02411, -1.41012], [1.33632, 2.17431, -2.88166], [0.35502, 4.36852, -1.09265], [1.16887, 4.55862, -2.64433], [-0.60404, 4.19597, -2.56507], [-0.82861, -4.77568, 3.96578], [0.62148, -4.10004, 4.71313], [1.06319, -2.55091, 3.97137], [0.43076, -3.94060, 5.76918], [1.44070, -4.80037, 4.58590]],
  "atomic_forces_ev_per_a": [[0.5, 0.6, -1.1], [-0.9, 0.3, -0.7], [-0.2, -1.0, 0.6], [1.9, 0.4, 0.0], [0.6, -0.5, 0.0], [-1.9, 1.9, 0.7], [-0.2, -0.4, -0.3], [0.5, -0.5, -0.2], [1.0, 0.3, 0.1], [-0.2, -0.5, -0.9], [-0.4, 0.9, -0.3], [-0.1, -0.1, 0.8], [-0.1, -0.2, -0.3], [-0.2, 0.9, 0.2], [0.1, -0.3, -0.2], [0.3, 0.3, -0.1], [-0.5, 0.1, 0.1], [-0.4, 0.1, 0.3], [0.1, 0.0, 0.5], [0.4, -0.2, 0.0], [-0.2, -0.2, 0.5], [-0.1, 0.0, -0.5], [-0.3, -0.4, 0.0], [0.5, -0.2, -0.1], [0.0, 0.0, 0.0], [0.3, -0.1, 0.1], [-0.2, -1.5, 0.8], [-0.1, 0.1, -0.1], [-0.1, 0.0, -0.1]]
}



(2)
{
  "formula": "C10H13BrO2S",
  "method": "wB97M-V/def2-TZVPD",
  "homo_energy_ev": [-6.703, -9.615],
  "charge": 0,
  "spin_multiplicity": 3,
  "energy_ev": -95548.287,
  "homo_lumo_gap_ev": [7.1569, 7.1649],
  "s_squared": 2.01,
  "elements": ["C", "C", "C", "C", "C", "C", "C", "C", "C", "C", "O", "O", "S", "Br", "H", "H", "H", "H", "H", "H", "H", "H", "H", "H", "H", "H", "H"],
  "positions_angstrom": [[0.49091, -1.02397, -1.42727], [2.09007, 0.42663, -0.02968], [-0.97270, -1.37250, -1.31143], [-1.46256, 1.08755, -0.94959], [0.03771, 1.40417, -0.91066], [-1.48397, -0.30471, -0.34714], [0.75292, 0.15691, -0.39439], [-0.33788, -0.23909, 0.68092], [-0.61348, 0.76532, 1.74041], [-0.07317, -1.57280, 1.40526], [1.37800, -1.52078, -2.07009], [4.16685, 1.76353, 0.13522], [2.76083, 1.90033, -0.24996], [3.20131, -1.02859, 0.53237], [-1.34319, -1.38072, -2.25618], [-0.79477, -2.43139, -0.99594], [-1.98895, 1.68876, -0.27298], [-1.95995, 0.99213, -2.01856], [0.22648, 1.77370, -1.95124], [0.42956, 2.15250, -0.31791], [-2.40206, -0.51237, 0.01641], [0.15064, 0.60231, 2.48520], [-1.56361, 0.66791, 2.19810], [-0.61680, 1.86316, 1.27110], [0.45095, -1.50899, 2.43339], [0.43929, -2.23587, 0.89906], [-0.96242, -2.11316, 1.70557]],
  "atomic_forces_ev_per_a": [[1.7, 1.3, 0.4], [0.1, -5.6, 1.6], [2.4, -0.5, 1.7], [0.0, -1.7, -2.0], [-0.5, -0.3, -4.1], [2.6, -0.8, -0.7], [-2.1, -0.9, -0.6], [-0.5, -1.5, 0.5], [1.0, 3.3, -1.2], [-1.6, 2.5, 4.0], [-0.9, -0.1, 0.0], [2.2, -0.1, 0.6], [0.5, 4.9, -1.3], [-0.6, 0.8, -0.3], [-1.6, -0.1, -2.8], [-1.2, 0.7, 0.3], [-1.2, 1.2, 0.4], [1.1, 0.9, 2.1], [0.8, -0.7, 0.7], [-0.4, 2.1, 1.4], [-2.9, -0.9, 1.6], [0.2, 0.8, 0.4], [-1.0, -0.5, 0.4], [0.3, -2.2, 1.6], [-0.4, 0.5, -1.7], [2.9, -3.2, -2.9], [-0.8, 0.2, -0.2]]
}



(3)
{
  "formula": "C10H13ClN2",
  "method": "wB97M-V/def2-TZVPD",
  "homo_energy_ev": [-18.123, -18.124],
  "charge": 2,
  "de_lowest_kcal_mol": 40.99,
  "energy_ev": -26063.225,
  "homo_lumo_gap_ev": [7.9510, 7.9525],
  "elements": ["Cl", "C", "N", "C", "C", "C", "C", "N", "C", "C", "C", "C", "C", "H", "H", "H", "H", "H", "H", "H", "H", "H", "H", "H", "H", "H"],
  "positions_angstrom": [[-0.48124, 2.90880, -0.09922], [-0.32289, 1.23714, -0.01725], [0.99795, 0.54623, -0.18011], [2.14879, 1.31352, -0.24551], [3.30658, 0.37432, -0.46229], [2.90996, -0.77833, 0.45408], [1.29042, -0.83464, 0.21292], [-1.42070, 0.48502, 0.05100], [-2.58586, 0.79846, 0.74633], [-3.67987, -0.00514, 0.75367], [-3.72895, -1.08622, -0.10158], [-2.62231, -1.40964, -0.84559], [-1.53631, -0.60294, -0.84654], [2.25765, 1.72424, 0.75022], [2.23317, 2.23182, -0.85188], [4.16092, 0.87871, -0.22554], [3.38073, 0.03347, -1.42667], [3.22887, -1.75077, 0.15150], [3.18639, -0.63023, 1.43475], [1.12472, -1.56930, -0.55028], [0.83479, -0.92892, 1.21862], [-2.48521, 1.53725, 1.50311], [-4.55095, 0.38139, 1.35898], [-4.53151, -1.75054, 0.21386], [-2.48961, -2.11668, -1.66321], [-0.62553, -0.98700, -1.33336]],
  "atomic_forces_ev_per_a": [[0.5, -0.9, 0.2], [7.8, -1.1, -1.0], [-8.1, 3.0, 0.1], [2.8, 2.7, 0.0], [-2.4, -1.0, 1.6], [-2.2, -0.3, -2.6], [2.2, 0.7, 2.5], [-3.9, -3.2, -1.4], [1.7, -0.1, 0.7], [-1.0, 1.9, -0.1], [-1.0, -1.2, 2.3], [0.5, 0.3, -2.2], [1.6, 0.2, 1.6], [0.3, 0.3, 0.7], [-0.9, -0.6, -0.4], [2.5, 1.0, 0.8], [0.1, -0.6, -2.6], [0.7, -0.5, -0.3], [0.2, 0.4, 2.3], [-0.6, -0.3, -0.1], [-0.2, -0.9, -0.9], [0.1, 1.0, 0.1], [1.1, -1.0, -0.6], [-0.2, -0.3, -1.4], [-0.9, -0.7, 0.7], [-0.6, 1.1, -0.1]]
}



(4)
{
  "formula": "C10H13ClO2OsS",
  "method": "wB97M-V/def2-TZVPD",
  "homo_energy_ev": [-15.052, -16.509],
  "charge": 2,
  "spin_multiplicity": 5,
  "de_lowest_kcal_mol": 23.70,
  "energy_ev": -40478.554,
  "homo_lumo_gap_ev": [7.8352, 4.6174],
  "s_squared": 6.02,
  "elements": ["Cl", "C", "C", "C", "H", "C", "C", "H", "H", "H", "C", "Os", "C", "O", "C", "O", "H", "H", "H", "C", "S", "C", "H", "H", "H", "H", "H", "H"],
  "positions_angstrom": [[-2.39002, -0.63820, -2.43804], [0.35458, 1.66035, -0.34378], [-0.14761, 1.67020, 0.99428], [-1.56615, 1.60288, 0.94493], [0.45680, 1.78083, 1.88458], [-1.96825, 1.54535, -0.44196], [-0.74638, 1.64125, -1.24810], [-0.73863, 1.70732, -2.31940], [1.36826, 1.75736, -0.67247], [-2.28756, 1.67927, 1.75082], [-3.35170, 1.46739, -0.92707], [-0.89859, -0.28982, -0.14540], [-1.64007, -1.25848, 1.30469], [-2.14167, -1.91486, 2.13709], [-0.47540, -1.70980, -1.31338], [-0.09055, -2.63644, -1.92134], [-4.10400, 1.09013, -0.22313], [-3.35511, 0.77598, -1.82108], [-3.65702, 2.43847, -1.29987], [3.11890, -2.03792, 1.86255], [2.20361, -0.67250, 1.12211], [2.92572, -0.71623, -0.49259], [2.57184, -2.35730, 2.74766], [4.09581, -1.62734, 2.16119], [3.23218, -2.86771, 1.16772], [3.64611, 0.11156, -0.52010], [3.42018, -1.66925, -0.69547], [2.16473, -0.53251, -1.25442]],
  "atomic_forces_ev_per_a": [[0.7, -1.8, -1.3], [-0.6, 0.0, -0.1], [-0.1, 0.4, -0.2], [-0.1, 0.2, -0.8], [-0.1, -0.2, 0.0], [0.2, 1.7, 0.2], [-1.5, 0.5, 0.4], [0.2, 0.1, -0.2], [0.4, 0.0, 0.1], [0.3, -0.2, 0.1], [-0.8, 0.2, -0.9], [0.5, 0.8, 1.1], [-2.5, -4.6, 4.0], [2.0, 3.0, -3.2], [2.4, -5.2, -2.7], [-1.4, 3.4, 2.1], [0.5, 0.2, 0.1], [-0.7, 1.7, 1.3], [-0.2, 0.3, 0.0], [-0.3, 0.4, 0.6], [0.9, -1.4, -0.1], [0.1, 0.1, -0.4], [0.1, 0.1, 0.1], [-0.1, -0.2, -0.1], [0.0, 0.1, -0.2], [0.1, 0.0, -0.1], [0.0, 0.2, 0.2], [0.0, 0.1, 0.1]]
}



(5)
{
  "formula": "C10H13FeN2O6",
  "method": "wB97M-V/def2-TZVPD",
  "homo_energy_ev": [-15.307, -16.781],
  "charge": 2,
  "spin_multiplicity": 6,
  "de_lowest_kcal_mol": 9.98,
  "energy_ev": -60208.682,
  "homo_lumo_gap_ev": [6.7509, 6.1140],
  "s_squared": 8.83,
  "elements": ["O", "C", "Fe", "O", "C", "C", "O", "C", "O", "C", "O", "H", "C", "N", "C", "C", "O", "N", "C", "C", "H", "H", "H", "H", "H", "H", "H", "H", "H", "H", "H", "H"],
  "positions_angstrom": [[1.37641, 1.38811, -3.50225], [0.96193, 0.72390, -2.65728], [-0.04268, -0.05962, -1.35885], [-1.91662, 1.87105, -2.39077], [-1.31126, 1.03586, -1.85590], [-0.56494, -0.30120, 0.41036], [-1.18576, -0.08394, 1.40186], [0.88434, -0.99158, 0.28276], [1.40386, -1.41692, 1.29905], [-0.93494, -1.49981, -1.79981], [-1.40048, -2.54142, -1.99162], [1.39118, -0.97324, -0.77466], [3.37732, 1.28396, 1.58774], [2.43914, 1.51818, 2.65323], [2.78880, 1.01801, 3.96250], [1.23264, 2.04021, 2.21844], [1.08559, 2.22374, 0.99065], [0.23379, 2.36955, 3.11518], [0.25258, 2.22232, 4.55282], [-0.94674, 3.00791, 2.56482], [4.33961, 1.03915, 2.03447], [3.46394, 2.16183, 0.94293], [3.05600, 0.46535, 0.93505], [2.80943, 1.81387, 4.71357], [2.11108, 0.22496, 4.29640], [3.79326, 0.60091, 3.86795], [1.06804, 2.76885, 5.03860], [-0.69228, 2.64234, 4.90176], [0.27926, 1.17565, 4.87618], [-0.85724, 2.96116, 1.47869], [-1.84503, 2.47506, 2.89777], [-0.99820, 4.05289, 2.90165]],
  "atomic_forces_ev_per_a": [[-1.2, -2.3, 2.7], [3.0, 3.6, -4.9], [3.4, 0.6, 0.8], [2.0, -3.1, 2.3], [-6.0, 6.9, -4.2], [-2.1, 1.3, 4.3], [1.5, -1.1, -2.0], [2.4, -3.0, 4.1], [-0.9, 1.6, -3.0], [-3.6, -8.0, -1.9], [1.4, 3.9, 0.6], [0.1, -0.3, 1.2], [0.9, 0.2, -0.3], [-0.8, 0.0, 0.1], [0.5, -0.2, 0.4], [0.1, 0.2, -2.1], [-0.1, -0.5, 1.5], [0.5, 0.0, 0.2], [-0.6, 0.1, 0.6], [-0.2, -0.1, -0.7], [-0.1, 0.0, -0.2], [-0.1, 0.0, 0.2], [0.0, 0.0, 0.2], [0.0, -0.1, -0.1], [0.0, 0.1, -0.1], [-0.3, 0.0, 0.3], [-0.1, 0.0, -0.2], [0.2, -0.1, 0.1], [0.1, 0.1, -0.2], [-0.2, 0.2, 0.3], [0.2, 0.1, 0.1], [0.1, -0.2, 0.0]]
}



(6)
{
  "formula": "C10H13N10SSiV",
  "method": "wB97M-V/def2-TZVPD",
  "homo_energy_ev": [-16.660, -16.659],
  "charge": 2,
  "energy_ev": -69860.315,
  "homo_lumo_gap_ev": [5.3899, 5.2935],
  "elements": ["V", "C", "Si", "C", "C", "C", "C", "C", "C", "N", "C", "S", "H", "H", "H", "H", "H", "H", "H", "H", "H", "H", "H", "H", "N", "C", "N", "N", "N", "N", "C", "N", "N", "N", "N", "H"],
  "positions_angstrom": [[-0.76374, 0.16055, 1.79413], [-1.06453, -0.98435, -3.55985], [0.73243, -1.03410, -2.93328], [1.47330, -2.67993, -2.32819], [1.86698, -0.34230, -4.31868], [0.89777, 0.26961, -1.47930], [1.70783, 1.39470, -1.59936], [1.84088, 2.33374, -0.58079], [1.13460, 2.12775, 0.59077], [0.36018, 1.06324, 0.72103], [0.21658, 0.13192, -0.26523], [-0.85210, -1.20195, 0.10058], [-1.14418, -1.64065, -4.42425], [-1.36638, 0.00949, -3.88835], [-1.78701, -1.33093, -2.82370], [1.46572, -3.38435, -3.15764], [0.90968, -3.13269, -1.51490], [2.50950, -2.58018, -2.00726], [1.82281, -1.02116, -5.16220], [2.89875, -0.28343, -3.98699], [1.52726, 0.63296, -4.65256], [2.25157, 1.54092, -2.51830], [2.47631, 3.19703, -0.70155], [1.18428, 2.81462, 1.43401], [-2.10119, 0.41211, 4.89791], [-2.73263, 0.95045, 3.82836], [-3.84927, 1.63491, 3.73918], [-4.01253, 1.94231, 2.48751], [-3.08220, 1.50877, 1.76014], [-2.21480, 0.84538, 2.55162], [-0.93606, -0.24995, 4.69956], [-0.12983, -0.85020, 5.54279], [0.86744, -1.31811, 4.85419], [0.76634, -1.06250, 3.62655], [-0.38169, -0.37926, 3.44056], [-2.49209, 0.50557, 5.83346]],
  "atomic_forces_ev_per_a": [[-0.6, -1.5, -0.8], [0.6, -0.2, 0.6], [0.7, 0.1, -1.5], [-0.6, 0.6, 0.0], [-0.8, -0.3, 1.2], [-0.4, -0.7, -0.2], [-0.1, -0.1, 0.1], [-0.4, -0.2, 0.6], [1.2, 1.7, -0.2], [0.6, 0.9, 0.1], [0.7, 0.1, -1.1], [-0.7, -0.4, 0.9], [0.0, -0.1, -0.1], [0.2, 0.1, 0.1], [-0.2, -0.1, 0.0], [-0.1, 0.0, -0.1], [0.0, -0.2, 0.1], [0.0, 0.2, 0.0], [0.0, -0.1, -0.2], [0.2, 0.0, 0.0], [0.0, 0.2, -0.1], [0.1, 0.0, -0.2], [0.0, 0.1, 0.1], [0.0, -0.2, -0.2], [0.0, 0.0, 0.1], [-0.8, 0.4, 0.0], [0.8, -0.9, 2.7], [-0.6, 0.7, -1.4], [-0.1, 0.4, -2.6], [-0.3, 0.0, 1.4], [0.4, -0.4, 0.6], [-2.4, 1.2, 1.1], [1.4, -0.7, -0.4], [1.9, -0.9, -1.7], [-0.7, 0.3, 1.2], [0.1, 0.0, -0.1]]
}